Entry i
Here is C31H42N4O3 as an isolated structure from the OMol25 dataset. Energies are from ωB97M-V/def2-TZVPD.

Summary:
highest occupied orbital energy = -7.1 eV
orbital gap = 0.281 Ha
total charge = 0

Cartesian coordinates (Å):
C 0.049 -2.019 2.735
H -0.881 -2.060 3.218
H 0.457 -2.898 2.402
H 0.793 -1.352 3.263
C 0.023 -1.217 1.315
N -0.694 -0.083 1.629
C -0.408 0.939 0.977
O 0.420 0.970 -0.245
C -1.171 2.235 1.045
C -0.571 3.564 0.555
C -1.415 4.665 0.796
C -2.627 4.823 0.084
C -3.197 6.367 0.607
C -2.587 7.392 0.176
C -1.052 7.364 0.782
C -0.452 5.932 0.627
H 0.583 6.041 1.143
H -0.253 5.958 -0.474
H -0.602 8.228 0.457
H -1.339 7.293 2.025
H -2.917 8.346 0.419
H -2.445 7.249 -0.814
H -4.435 6.221 0.066
H -3.633 6.125 1.778
H -3.295 4.082 0.224
H -2.587 4.948 -0.887
H -1.337 4.926 2.093
H 0.334 3.528 0.771
H -0.529 3.310 -0.435
H -2.279 2.157 0.837
H -1.334 2.324 2.115
H -1.379 0.037 2.146
H 0.739 -1.180 0.815
C -0.928 -2.211 0.474
N -0.242 -2.787 -0.662
C 0.601 -3.652 -0.532
N 1.068 -4.395 0.315
C 2.127 -5.163 0.311
H 2.096 -6.178 -0.091
H 2.888 -5.155 0.958
C 2.746 -4.278 -0.984
N 1.656 -3.620 -1.226
C 1.332 -2.697 -2.425
H 2.116 -1.899 -2.742
H 1.000 -3.359 -3.408
C 0.014 -1.752 -1.809
C -1.117 -1.666 -2.720
C -2.090 -0.542 -2.281
C -1.771 0.647 -2.645
C -2.620 1.474 -2.107
C -3.886 1.313 -1.653
C -4.240 -0.023 -1.542
C -3.439 -0.865 -2.005
H -3.674 -1.999 -1.675
H -5.273 -0.193 -0.942
O -4.944 2.176 -1.057
H -4.296 3.155 -1.351
H -2.329 2.581 -2.170
H -0.872 0.879 -2.942
H -0.931 -1.465 -3.556
H -1.568 -2.623 -2.933
H 0.271 -0.903 -1.391
C 4.166 -3.547 -0.968
C 4.104 -2.785 0.341
C 3.502 -1.339 0.155
C 3.275 -0.480 1.193
C 3.706 -0.876 2.501
C 4.125 -2.179 2.606
C 4.579 -3.087 1.616
H 4.707 -4.040 1.953
H 4.464 -2.466 3.582
O 3.370 -0.018 3.519
H 3.864 -0.480 4.232
H 2.707 0.370 0.697
H 3.214 -0.953 -0.859
H 4.407 -2.963 -1.912
H 4.939 -4.436 -0.798
H 2.942 -4.995 -2.053
H -1.952 -1.476 -0.171
H -1.443 -3.104 1.093


Entry ii
Here is one molecule with the formula C31H42N4O3 from the OMol25 dataset. Energies are from ωB97M-V/def2-TZVPD.

Summary:
SMILES = CCCCCCCC(=O)Nc1cc(C(=O)NCCC)ccc1N1CCC2(CC1)CC(c1ccccc1)=NO2
highest occupied orbital energy = -8.0 eV
orbital gap = 0.304 Ha
total charge = 0

Cartesian coordinates (Å):
C -5.970 -2.239 -3.247
C -5.993 -1.844 -1.775
C -4.888 -2.508 -0.955
C -3.483 -2.059 -1.355
C -2.437 -2.514 -0.340
C -1.025 -2.087 -0.736
C -0.033 -2.319 0.408
C 1.346 -1.789 0.061
O 2.278 -2.506 -0.243
N 1.407 -0.431 0.107
C 2.516 0.387 -0.121
C 3.815 -0.078 0.011
C 4.894 0.786 -0.146
C 6.308 0.328 -0.017
O 7.202 1.068 0.353
N 6.519 -0.958 -0.380
C 7.794 -1.616 -0.229
C 7.719 -2.774 0.769
C 7.366 -2.290 2.170
C 4.658 2.133 -0.391
C 3.367 2.602 -0.545
C 2.282 1.739 -0.441
N 0.949 2.148 -0.606
C 0.560 3.493 -0.264
C -0.891 3.454 0.257
C -1.621 2.209 -0.262
C -1.219 1.938 -1.715
C 0.296 1.696 -1.819
C -3.148 2.266 -0.080
C -3.384 1.054 0.794
C -4.682 0.585 1.233
C -5.857 1.141 0.727
C -7.087 0.659 1.134
C -7.163 -0.376 2.051
C -6.000 -0.928 2.567
C -4.769 -0.454 2.163
N -2.298 0.465 1.109
O -1.218 1.073 0.552
H -6.818 -1.802 -3.770
H -5.059 -1.893 -3.729
H -6.025 -3.320 -3.350
H -5.901 -0.758 -1.685
H -6.959 -2.124 -1.347
H -4.964 -3.593 -1.056
H -5.045 -2.260 0.098
H -3.466 -0.968 -1.417
H -3.230 -2.455 -2.340
H -2.478 -3.599 -0.232
H -2.677 -2.068 0.628
H -1.038 -1.026 -0.987
H -0.700 -2.637 -1.622
H -0.398 -1.812 1.302
H 0.052 -3.387 0.611
H 0.556 0.080 0.322
H 3.957 -1.112 0.277
H 5.740 -1.524 -0.675
H 8.495 -0.855 0.122
H 8.130 -1.987 -1.204
H 8.686 -3.280 0.785
H 6.969 -3.493 0.428
H 6.396 -1.798 2.171
H 8.107 -1.576 2.521
H 7.328 -3.125 2.865
H 5.502 2.799 -0.478
H 3.200 3.646 -0.767
H 0.625 4.168 -1.133
H 1.222 3.871 0.515
H -0.898 3.417 1.347
H -1.429 4.348 -0.061
H -1.765 1.072 -2.094
H -1.511 2.808 -2.306
H 0.692 2.231 -2.699
H 0.510 0.635 -1.957
H -3.473 3.176 0.430
H -3.675 2.191 -1.032
H -5.812 1.947 0.011
H -7.991 1.092 0.732
H -8.126 -0.750 2.365
H -6.058 -1.732 3.286
H -3.856 -0.871 2.558


Short version: entry ii is the most stable of them.